{
  "formula": "C5H11OP",
  "method": "ωB97M-V/def2-TZVPD",
  "relative_energy_kj_mol": 515.9,
  "lumo_energy_ev": 1.170,
  "homo_energy_ev": -8.090,
  "smiles": "C1=CO1.CP(C)C",
  "energy_ha": -613.50487,
  "elements": ["C", "C", "C", "C", "C", "O", "P", "H", "H", "H", "H", "H", "H", "H", "H", "H", "H", "H"],
  "positions_angstrom": [[-2.87, -0.01, -0.83], [-3.76, 0.88, -0.67], [0.20, -1.46, 0.44], [1.03, 1.17, 1.11], [2.32, -0.21, -0.98], [-2.44, 0.70, 0.22], [0.66, 0.22, -0.41], [-2.20, -0.80, -1.38], [-4.55, 1.48, -0.50], [0.25, -2.15, -0.38], [0.85, -1.70, 1.27], [-0.85, -1.33, 0.78], [1.82, 0.60, 1.65], [1.34, 2.16, 1.10], [0.08, 1.25, 1.74], [2.56, -0.04, -1.98], [2.98, 0.44, -0.42], [2.57, -1.21, -0.74]]
}